[1]
This record from the Open Molecules 2025 dataset describes C12H16BCl3CrF4N2O6PTe as an isolated structure. The level of theory is the ωB97M-V functional and the def2-TZVPD basis.

CARTESIAN COORDINATES (ANGSTROEM)
Cr 1.03 -0.41 0.64
C -2.00 -4.86 1.83
C -2.10 -4.35 0.41
O -0.80 -4.31 -0.22
P 0.12 -3.00 -0.06
O -0.76 -1.77 -0.02
Te 1.66 -3.04 1.75
O 1.01 -3.11 -1.37
C 0.43 -3.36 -2.66
C 0.73 -4.78 -3.09
H -3.00 -4.90 2.28
H -1.37 -4.21 2.44
H -1.57 -5.87 1.86
H -2.54 -3.36 0.37
H -2.69 -5.02 -0.21
H 0.90 -2.63 -3.33
H -0.64 -3.16 -2.64
H 1.80 -4.97 -3.03
H 0.40 -4.93 -4.12
H 0.21 -5.49 -2.45
Cl 3.60 1.22 -2.87
C 4.18 1.14 -1.21
Cl 4.43 2.77 -0.59
Cl 5.74 0.24 -1.17
C 3.19 0.34 -0.29
O 3.18 0.61 0.92
O 2.47 -0.54 -0.84
F 0.90 2.03 0.19
B -0.31 1.87 -0.57
F -0.05 0.84 -1.49
F -1.30 1.44 0.33
F -0.66 3.06 -1.19
N -0.14 0.93 7.36
C -1.13 0.67 6.46
O -2.30 0.59 6.78
C -0.68 0.50 5.03
C 0.43 1.16 4.52
C 0.80 0.92 3.21
N 0.13 0.06 2.44
C -0.96 -0.55 2.91
C -1.41 -0.34 4.21
H -0.39 0.93 8.33
H 0.82 0.75 7.11
H 1.00 1.86 5.11
H 1.64 1.41 2.74
H -1.47 -1.20 2.21
H -2.30 -0.83 4.57

net charge = -1
spin multiplicity = 5
E_HOMO (alpha / beta) = -4.5 / -5.0 eV
energy above the lowest of the compared OMol25 structures with the same formula, charge and spin = 23.1 kJ/mol
expectation value of S² = 6.01

natural (NBO) atomic charge list, values in e, 2 entries: number 1, Cr, carries 1.2286; number 2, C, carries -0.6393

[2]
This record from the Open Molecules 2025 dataset describes an isolated ion of composition C22H18BN2 and charge +1 in a non-equilibrium geometry. The level of theory is the ωB97M-V functional and the def2-TZVPD basis.

CARTESIAN COORDINATES (ANGSTROEM)
C 0.78 -1.06 4.23
C -1.71 -3.08 -2.65
C 1.36 0.06 3.72
C 0.02 -1.90 3.47
C -0.44 -2.61 -2.86
C -2.39 -2.69 -1.51
C -2.37 3.32 -0.27
C 3.09 1.87 -2.06
C 1.26 0.22 2.32
C -0.17 -1.68 2.13
C 0.10 -1.74 -1.94
C -1.85 -1.82 -0.58
C -2.84 2.36 0.62
C 3.49 0.64 -1.49
C -1.15 3.10 -0.90
C 1.82 2.36 -1.81
C 0.47 -0.61 1.58
C -0.55 -1.34 -0.79
C -2.08 1.23 0.84
C 2.56 -0.06 -0.77
C -0.37 2.00 -0.59
C 0.95 1.63 -1.03
N -0.92 1.01 0.20
N 1.31 0.40 -0.59
B 0.07 -0.18 0.09
H 0.95 -1.34 5.26
H -2.17 -3.76 -3.35
H 1.96 0.70 4.34
H -0.37 -2.82 3.90
H 0.13 -3.01 -3.70
H -3.37 -3.14 -1.34
H -2.91 4.24 -0.47
H 3.80 2.51 -2.60
H 1.65 1.15 1.88
H -0.77 -2.39 1.53
H 1.07 -1.35 -2.14
H -2.41 -1.61 0.32
H -3.76 2.49 1.18
H 4.49 0.26 -1.59
H -0.76 3.81 -1.62
H 1.48 3.29 -2.23
H -2.34 0.52 1.61
H 2.87 -1.00 -0.32

net charge = +1
E_HOMO = -11.6 eV
energy above the lowest of the compared OMol25 structures with the same formula, charge and spin = 0.0 kJ/mol

natural (NBO) atomic charge list, values in e, 2 entries: number 1, C, carries -0.2145; number 2, C, carries -0.2031

[3]
This record from the Open Molecules 2025 dataset describes C38H28N4NiOS2 as an isolated structure in a non-equilibrium geometry. The level of theory is the ωB97M-V functional and the def2-TZVPD basis.

CARTESIAN COORDINATES (ANGSTROEM)
Ni -0.44 -0.32 -0.10
N 2.18 1.21 3.40
C 1.43 0.84 2.32
O 1.95 0.31 1.36
C -0.05 1.14 2.50
C -1.03 0.75 1.38
H 3.17 1.06 3.37
H 1.77 1.65 4.20
H -0.09 2.22 2.69
H -0.33 0.69 3.46
H -1.44 1.69 0.99
H -1.88 0.24 1.84
C -0.54 -3.14 3.05
C -1.43 -4.08 2.56
C -1.89 -3.95 1.26
C -1.47 -2.88 0.46
C -0.63 -1.87 0.96
C -0.16 -2.06 2.27
C -1.85 -2.83 -0.97
C -2.61 -3.86 -1.58
C -2.87 -3.83 -2.91
C -2.34 -2.78 -3.70
C -2.53 -2.69 -5.09
C -1.97 -1.67 -5.81
C -1.19 -0.70 -5.15
C -1.00 -0.76 -3.80
C -1.58 -1.79 -3.03
N -1.38 -1.82 -1.68
H -0.15 -3.24 4.06
H -1.77 -4.90 3.18
H -2.57 -4.70 0.89
H 0.54 -1.36 2.69
H -2.99 -4.68 -0.99
H -3.45 -4.60 -3.39
H -3.12 -3.45 -5.59
H -2.11 -1.61 -6.88
H -0.73 0.09 -5.72
H -0.39 -0.04 -3.28
S 6.42 -1.04 -2.69
C 7.29 -2.21 -1.79
C 6.57 -2.65 -0.72
C 5.30 -2.03 -0.62
C 5.07 -1.12 -1.62
C 3.89 -0.30 -1.81
C 2.64 -0.75 -1.31
N 1.54 -0.05 -1.41
C 1.59 1.15 -2.00
C 2.75 1.68 -2.58
C 2.68 2.95 -3.25
C 1.51 3.63 -3.33
C 0.31 3.12 -2.73
C -0.93 3.77 -2.79
C -2.04 3.20 -2.18
C -1.85 1.99 -1.47
N -0.69 1.38 -1.38
C 0.37 1.90 -2.03
C -3.35 3.82 -2.26
C -3.81 4.67 -3.24
C -5.14 5.10 -3.01
C -5.68 4.57 -1.88
S -4.56 3.55 -1.07
C 3.92 0.92 -2.47
H 8.27 -2.51 -2.09
H 6.94 -3.39 -0.02
H 4.60 -2.23 0.18
H 2.56 -1.71 -0.82
H 3.58 3.35 -3.69
H 1.46 4.58 -3.85
H -1.01 4.72 -3.30
H -2.68 1.53 -0.95
H -3.23 4.96 -4.10
H -5.69 5.76 -3.67
H -6.66 4.72 -1.48
H 4.85 1.31 -2.87

net charge = 0
E_HOMO (alpha / beta) = -6.7 / -6.8 eV

Mulliken atomic charge list, values in e, 2 entries: number 1, Ni, carries -0.2190; number 2, N, carries -0.4677

[4]
This record from the Open Molecules 2025 dataset describes a 11-piece molecular cluster, C6H32BF4N12O10 overall in a non-equilibrium geometry. The level of theory is the ωB97M-V functional and the def2-TZVPD basis.

CARTESIAN COORDINATES (ANGSTROEM)
B -0.51 0.14 -0.12
F -1.48 -0.09 0.87
F 0.71 -0.40 0.32
F -0.92 -0.52 -1.29
F -0.36 1.53 -0.33
O -1.92 -2.45 2.45
H -1.72 -2.16 3.35
H -1.89 -1.62 1.94
O -0.69 -3.43 -1.11
H 0.25 -3.32 -0.88
H -1.03 -2.54 -1.30
O -1.89 -0.74 -3.87
H -1.85 -1.24 -3.04
H -1.07 -0.96 -4.32
O -1.94 2.18 3.46
H -1.49 1.32 3.49
H -1.82 2.48 2.55
C 0.78 -0.44 4.13
O -0.19 0.23 4.45
N 1.31 -1.40 4.95
N 1.49 -0.19 2.99
H 1.85 -2.16 4.56
H 0.80 -1.65 5.77
H 2.19 -0.85 2.72
H 1.02 0.38 2.31
C 3.11 3.02 1.43
O 3.79 2.71 0.46
N 3.71 3.40 2.61
N 1.76 2.93 1.46
H 4.69 3.27 2.71
H 3.17 3.60 3.44
H 1.25 2.63 0.64
H 1.24 3.25 2.26
C 3.03 -3.47 -1.09
O 2.02 -4.10 -0.79
N 4.28 -4.06 -1.08
N 3.00 -2.20 -1.57
H 4.39 -4.87 -0.49
H 5.10 -3.51 -1.26
H 2.14 -1.71 -1.45
H 3.87 -1.71 -1.72
C -3.45 2.68 -1.62
O -4.61 3.01 -1.76
N -2.82 2.79 -0.40
N -2.68 2.14 -2.61
H -1.81 2.86 -0.35
H -3.40 3.24 0.29
H -3.14 2.00 -3.49
H -1.88 1.59 -2.34
C 2.18 2.21 -2.78
O 3.00 3.06 -3.08
N 2.27 1.47 -1.63
N 1.04 1.95 -3.50
H 1.48 1.06 -1.17
H 3.06 1.58 -0.99
H 0.66 1.03 -3.38
H 0.99 2.36 -4.42
C -4.34 -2.17 -1.07
O -5.24 -2.63 -1.76
N -3.60 -1.06 -1.41
N -3.90 -2.76 0.08
H -2.81 -0.88 -0.82
H -3.81 -0.63 -2.29
H -4.27 -3.69 0.23
H -3.10 -2.49 0.63

net charge = -1
E_HOMO = -7.0 eV
energy above the lowest of the compared OMol25 structures with the same formula, charge and spin = 0.0 kJ/mol

natural (NBO) atomic charge list, values in e, 2 entries: number 1, B, carries 1.3406; number 2, F, carries -0.5687

[5]
This record from the Open Molecules 2025 dataset describes a 2-piece molecular cluster, C4H12ClP2 overall in a non-equilibrium geometry. The level of theory is the ωB97M-V functional and the def2-TZVPD basis.

CARTESIAN COORDINATES (ANGSTROEM)
C -0.75 -2.09 1.46
C -1.90 -0.90 -0.73
C 0.51 2.82 1.01
C 1.45 0.58 -1.72
P -0.27 -1.57 -0.23
P 1.00 0.22 0.01
Cl 2.71 -0.36 0.86
H -1.34 -1.46 2.10
H 0.22 -2.40 1.88
H -1.37 -2.96 1.31
H -2.39 -0.50 0.08
H -2.51 -1.78 -1.05
H -1.74 -0.38 -1.64
H 1.05 2.77 1.87
H -0.47 2.96 1.13
H 1.06 3.04 0.16
H 2.39 0.99 -1.78
H 0.75 1.28 -2.18
H 1.59 -0.26 -2.54

net charge = +1
E_HOMO (alpha / beta) = -12.9 / -12.9 eV
energy above the lowest of the compared OMol25 structures with the same formula, charge and spin = 0.0 kJ/mol

natural (NBO) atomic charge list, values in e, 2 entries: number 1, C, carries -0.9458; number 2, C, carries -0.9299

[6]
This record from the Open Molecules 2025 dataset describes a 2-piece molecular cluster, C4H10O2 overall. The level of theory is the ωB97M-V functional and the def2-TZVPD basis.

CARTESIAN COORDINATES (ANGSTROEM)
C -1.87 1.76 -0.35
C -1.75 0.36 -0.85
O -1.89 -0.61 -0.16
H -2.38 1.78 0.61
H -2.40 2.37 -1.08
H -0.87 2.18 -0.23
H -1.46 0.24 -1.92
C 1.30 -1.28 -0.41
C 1.28 -0.34 0.79
O 2.28 -0.72 1.73
H 1.10 -2.30 -0.06
H 0.58 -1.01 -1.17
H 2.30 -1.25 -0.86
H 0.30 -0.34 1.27
H 1.51 0.68 0.49
H 1.97 -1.51 2.19

SMILES string = CC=O.CCO
net charge = 0
E_HOMO = -10.1 eV
energy above the lowest of the compared OMol25 structures with the same formula, charge and spin = 115.7 kJ/mol

natural (NBO) atomic charge list, values in e, 2 entries: number 1, C, carries -0.7252; number 2, C, carries 0.4409

[7]
This record from the Open Molecules 2025 dataset describes one molecule with the formula C9H18N2O4 in a non-equilibrium geometry. The level of theory is the ωB97M-V functional and the def2-TZVPD basis.

CARTESIAN COORDINATES (ANGSTROEM)
C 3.28 1.02 0.42
C 1.80 1.02 0.11
C 1.59 1.62 -1.25
C 0.90 1.77 1.16
C 1.24 1.46 2.65
N 0.94 0.07 3.10
O 1.69 -1.01 2.62
C -0.58 1.47 0.98
O -1.34 2.41 0.82
N -1.00 0.15 0.97
C -2.38 -0.25 0.58
C -2.30 -1.57 -0.11
C -1.55 -2.58 0.74
O -2.10 -3.12 1.65
O -0.27 -2.85 0.38
H 3.86 0.52 -0.38
H 3.65 2.05 0.55
H 3.47 0.46 1.35
H 1.47 -0.05 0.06
H 1.93 0.89 -2.00
H 0.54 1.82 -1.48
H 2.19 2.52 -1.34
H 1.07 2.82 1.05
H 2.28 1.70 2.85
H 0.69 2.14 3.30
H -0.09 -0.07 3.13
H 2.48 -1.23 3.15
H -0.29 -0.53 1.04
H -3.04 -0.27 1.44
H -2.82 0.50 -0.11
H -1.79 -1.45 -1.09
H -3.31 -1.97 -0.24
H 0.05 -3.56 0.93

SMILES string = CC(C)[C@H](CNO)C(=O)NCCC(=O)O
net charge = 0
E_HOMO = -8.7 eV
energy above the lowest of the compared OMol25 structures with the same formula, charge and spin = 300.8 kJ/mol

natural (NBO) atomic charge list, values in e, 2 entries: number 1, C, carries -0.6104; number 2, C, carries -0.2078

[8]
This record from the Open Molecules 2025 dataset describes a 2-piece molecular cluster, C3H9N2O overall in a non-equilibrium geometry. The level of theory is the ωB97M-V functional and the def2-TZVPD basis.

CARTESIAN COORDINATES (ANGSTROEM)
C -1.14 -0.28 -0.61
C 0.39 1.77 -0.11
C -0.54 0.61 0.52
N 0.87 -2.27 -0.46
N 0.16 -0.26 1.38
O 1.24 0.29 1.81
H -0.63 -1.30 -0.69
H -2.20 -0.44 -0.51
H -1.03 0.39 -1.46
H 0.27 2.75 0.43
H 0.24 1.91 -1.20
H 1.39 1.34 0.03
H -1.31 1.08 1.22
H 1.87 -2.52 -0.30
H 0.43 -3.09 -0.06

net charge = -1
E_HOMO (alpha / beta) = -1.8 / -1.8 eV
energy above the lowest of the compared OMol25 structures with the same formula, charge and spin = 451.5 kJ/mol

natural (NBO) atomic charge list, values in e, 2 entries: number 1, C, carries -0.6623; number 2, C, carries -0.6465

[9]
This record from the Open Molecules 2025 dataset describes a 4-piece molecular cluster, C4H14O4 overall in a non-equilibrium geometry. The level of theory is the ωB97M-V functional and the def2-TZVPD basis.

CARTESIAN COORDINATES (ANGSTROEM)
C -1.57 1.23 4.77
C -0.25 0.81 4.11
C 0.55 2.03 3.65
C -0.46 -0.16 2.97
O -1.20 -1.11 3.08
H -2.27 0.41 4.65
H -1.92 2.16 4.33
H -1.37 1.43 5.83
H 0.28 0.25 4.88
H 1.63 1.97 3.85
H 0.35 2.91 4.26
H 0.28 2.31 2.64
H 0.03 0.02 1.99
O 3.96 -0.02 -4.79
H 4.72 -0.61 -4.89
H 3.93 0.46 -5.63
O 0.80 -3.31 -6.56
H 1.24 -3.55 -5.73
H 0.34 -2.50 -6.29
O -3.04 -1.43 -6.07
H -3.23 -2.33 -5.77
H -2.82 -0.95 -5.26

SMILES string = CC(C)C=O.O.O.O
net charge = 0
E_HOMO = -9.9 eV
energy above the lowest of the compared OMol25 structures with the same formula, charge and spin = 76.1 kJ/mol

natural (NBO) atomic charge list, values in e, 2 entries: number 1, C, carries -0.5923; number 2, C, carries -0.3446

[10]
This record from the Open Molecules 2025 dataset describes one molecule with the formula C3H3Br in a non-equilibrium geometry. The level of theory is the ωB97M-V functional and the def2-TZVPD basis.

CARTESIAN COORDINATES (ANGSTROEM)
C -1.09 -0.04 -0.03
C 0.36 -0.04 0.16
C 1.58 0.05 0.11
Br 3.40 -0.02 0.07
H -1.51 -0.48 0.75
H -1.39 -0.42 -1.06
H -1.34 0.96 0.00

SMILES string = CC#CBr
net charge = 0
E_HOMO = -9.4 eV
energy above the lowest of the compared OMol25 structures with the same formula, charge and spin = 47.6 kJ/mol

natural (NBO) atomic charge list, values in e, 2 entries: number 1, C, carries -0.6596; number 2, C, carries -0.0106

[11]
This record from the Open Molecules 2025 dataset describes an isolated ion of composition C4H9N2O2 and charge -1 in a non-equilibrium geometry. The level of theory is the ωB97M-V functional and the def2-TZVPD basis.

CARTESIAN COORDINATES (ANGSTROEM)
N -2.86 0.84 0.89
C -1.53 1.08 1.20
C -0.63 -0.07 0.42
N 0.65 -0.05 0.83
C 1.56 0.28 -0.11
C 1.79 -0.75 -1.44
O 2.66 -0.25 -2.21
O -1.35 -1.23 0.61
H -2.27 -0.85 0.67
H -3.12 1.53 0.19
H -1.19 2.09 0.93
H -1.28 0.96 2.23
H -0.75 0.21 -0.65
H 2.56 0.46 0.30
H 1.34 1.18 -0.68
H 2.06 -1.75 -1.02
H 0.73 -0.85 -1.74

net charge = -1
E_HOMO = -3.4 eV
energy above the lowest of the compared OMol25 structures with the same formula, charge and spin = 599.1 kJ/mol

natural (NBO) atomic charge list, values in e, 2 entries: number 1, N, carries -0.8892; number 2, C, carries -0.1956

[12]
This record from the Open Molecules 2025 dataset describes C4H7NO2 as an isolated structure. The level of theory is the ωB97M-V functional and the def2-TZVPD basis.

CARTESIAN COORDINATES (ANGSTROEM)
C -0.10 1.58 -0.67
C 0.78 0.38 -0.72
C 1.07 -0.31 0.60
N -0.21 -0.75 1.11
C -1.15 -1.22 0.22
O -2.23 -1.65 0.54
O -0.78 -1.11 -1.08
H -0.75 1.68 0.21
H -0.70 1.62 -1.58
H 0.56 2.46 -0.72
H 0.19 -0.76 -1.38
H 1.55 0.37 1.31
H 1.75 -1.16 0.43
H -0.37 -0.94 2.09

net charge = 0
E_HOMO (alpha / beta) = -9.3 / -9.3 eV
energy above the lowest of the compared OMol25 structures with the same formula, charge and spin = 393.2 kJ/mol

natural (NBO) atomic charge list, values in e, 2 entries: number 1, C, carries -0.7625; number 2, C, carries 0.1168